w | {
  "formula": "C20H25N5",
  "method": "ωB97M-V/def2-TZVPD",
  "charge": 0,
  "homo_energy_ev": -7.5,
  "spin_multiplicity": 1,
  "mol_weight_g_mol": 335.455,
  "gap_ev": 8.09,
  "elements": ["N", "C", "C", "C", "C", "H", "H", "H", "H", "H", "N", "C", "C", "C", "C", "H", "H", "H", "H", "H", "N", "C", "C", "C", "C", "H", "H", "H", "H", "H", "N", "C", "C", "C", "C", "H", "H", "H", "H", "H", "N", "C", "C", "C", "C", "H", "H", "H", "H", "H"],
  "positions_angstrom": [[-3.706, 0.704, -1.709], [-2.998, 1.758, -1.118], [-3.086, 2.833, -1.984], [-3.800, 2.442, -3.145], [-4.208, 1.061, -2.960], [-3.793, -0.252, -1.326], [-2.593, 1.541, -0.173], [-2.708, 3.792, -1.755], [-4.244, 3.035, -3.992], [-4.789, 0.326, -3.489], [-2.780, -1.697, 3.569], [-2.245, -0.445, 3.493], [-1.108, -0.556, 2.753], [-1.016, -1.830, 2.221], [-2.161, -2.626, 2.775], [-3.736, -1.963, 3.908], [-2.760, 0.397, 3.928], [-0.369, 0.206, 2.644], [-0.275, -2.224, 1.496], [-2.533, -3.539, 2.606], [-0.467, 0.208, -1.926], [0.045, -0.114, -0.702], [1.432, -0.651, -1.010], [1.472, -0.837, -2.423], [0.355, -0.208, -2.924], [-1.396, 0.609, -2.045], [-0.494, 0.135, 0.215], [2.259, -0.921, -0.309], [2.354, -1.319, -2.895], [-0.094, 0.005, -3.892], [1.970, 2.417, -1.632], [2.042, 2.997, -0.416], [2.795, 4.125, -0.503], [3.356, 4.237, -1.795], [2.774, 3.099, -2.567], [1.465, 1.553, -1.823], [1.541, 2.544, 0.448], [3.102, 4.799, 0.313], [3.955, 5.109, -2.144], [2.795, 2.700, -3.574], [2.553, -4.267, 1.775], [2.881, -2.973, 1.449], [2.511, -2.162, 2.479], [1.882, -2.918, 3.470], [1.795, -4.303, 2.916], [2.913, -5.077, 1.168], [3.554, -2.814, 0.585], [2.730, -1.077, 2.447], [1.365, -2.582, 4.344], [1.440, -5.255, 3.237]]
}

=====

x | {
  "formula": "C20H25N5",
  "method": "ωB97M-V/def2-TZVPD",
  "charge": 0,
  "homo_energy_ev": -7.2,
  "spin_multiplicity": 1,
  "mol_weight_g_mol": 335.455,
  "gap_ev": 7.51,
  "elements": ["N", "C", "C", "C", "C", "H", "H", "H", "H", "H", "N", "C", "C", "C", "C", "H", "H", "H", "H", "H", "N", "C", "C", "C", "C", "H", "H", "H", "H", "H", "N", "C", "C", "C", "C", "H", "H", "H", "H", "H", "N", "C", "C", "C", "C", "H", "H", "H", "H", "H"],
  "positions_angstrom": [[21.878, -38.818, -7.997], [23.179, -39.171, -7.602], [23.090, -40.361, -6.766], [21.660, -40.742, -6.782], [20.932, -39.719, -7.628], [21.366, -37.851, -8.266], [23.837, -38.505, -7.888], [24.122, -40.817, -6.162], [21.177, -41.565, -6.323], [20.015, -39.606, -7.679], [27.946, -36.654, -4.645], [28.885, -36.858, -5.527], [30.111, -37.287, -4.634], [29.694, -37.355, -3.244], [28.191, -36.960, -3.310], [27.044, -36.341, -4.816], [28.883, -36.537, -6.516], [31.026, -37.575, -5.092], [30.450, -37.608, -2.453], [27.426, -36.781, -2.627], [23.775, -30.074, -7.758], [24.387, -31.039, -6.895], [24.172, -32.383, -7.476], [23.250, -32.253, -8.693], [23.127, -30.758, -8.827], [23.880, -29.113, -7.707], [25.041, -30.751, -5.943], [24.429, -33.416, -6.907], [22.748, -32.981, -9.195], [22.322, -30.029, -9.454], [24.862, -35.833, -4.443], [25.505, -34.725, -5.040], [25.940, -35.202, -6.331], [25.554, -36.601, -6.627], [24.959, -36.952, -5.327], [24.426, -35.879, -3.459], [25.605, -33.713, -4.676], [26.501, -34.639, -7.114], [25.778, -37.413, -7.426], [24.365, -37.921, -4.873], [23.432, -36.530, -1.812], [24.704, -36.261, -1.246], [24.929, -34.769, -1.387], [23.616, -34.195, -1.694], [22.751, -35.367, -2.026], [23.111, -37.631, -1.811], [25.347, -37.136, -1.042], [25.881, -34.214, -1.010], [23.257, -33.064, -1.930], [21.716, -35.534, -2.489]]
}

=====

w ends up most stable, edging out the next structure by 168.0 kcal/mol.

=====

w | {
  "formula": "C38H33Cl3MnN4O2P2Si",
  "method": "ωB97M-V/def2-TZVPD",
  "charge": 0,
  "homo_energy_ev": [-7.5, -8.0],
  "spin_multiplicity": 6,
  "mol_weight_g_mol": 829.039,
  "gap_ev": [6.98, 7.35],
  "elements": ["Mn", "O", "C", "C", "C", "C", "C", "C", "C", "O", "N", "N", "C", "C", "C", "C", "C", "C", "N", "H", "H", "H", "H", "H", "H", "H", "H", "H", "H", "C", "N", "P", "C", "C", "C", "C", "C", "C", "C", "C", "C", "C", "C", "C", "P", "C", "C", "C", "C", "C", "C", "C", "C", "C", "C", "C", "C", "H", "H", "H", "H", "H", "H", "H", "H", "H", "H", "H", "H", "H", "H", "H", "H", "H", "H", "H", "H", "H", "H", "H", "Cl", "Si", "Cl", "Cl"],
  "positions_angstrom": [[-0.109, 0.009, 1.701], [-4.775, 2.929, 2.326], [-3.893, 3.862, 1.934], [-4.337, 5.184, 1.873], [-3.486, 6.194, 1.474], [-2.166, 5.913, 1.126], [-1.721, 4.610, 1.189], [-2.562, 3.567, 1.591], [-2.003, 2.203, 1.633], [-0.781, 2.005, 1.374], [-2.858, 1.230, 2.001], [-2.227, 0.051, 2.077], [-2.806, -0.992, 2.540], [-2.003, -2.208, 2.598], [-2.499, -3.389, 3.130], [-1.678, -4.505, 3.166], [-0.391, -4.412, 2.667], [0.032, -3.195, 2.157], [-0.745, -2.118, 2.119], [-4.297, 2.064, 2.323], [-5.363, 5.385, 2.148], [-3.852, 7.212, 1.434], [-1.499, 6.705, 0.814], [-0.701, 4.358, 0.931], [-3.832, -0.995, 2.894], [-3.508, -3.422, 3.517], [-2.040, -5.436, 3.583], [0.283, -5.256, 2.678], [1.036, -3.074, 1.767], [1.459, 0.983, -2.740], [1.015, 0.022, -1.718], [1.835, -0.024, -0.216], [3.123, -1.293, -0.387], [3.536, -1.814, -1.609], [4.542, -2.768, -1.653], [5.140, -3.205, -0.478], [4.730, -2.688, 0.744], [3.722, -1.736, 0.791], [2.831, 1.495, -0.087], [2.322, 2.554, 0.663], [3.051, 3.727, 0.797], [4.288, 3.849, 0.184], [4.803, 2.795, -0.561], [4.081, 1.621, -0.693], [-0.700, -0.143, -1.378], [-1.463, 0.097, -3.021], [-2.385, 1.128, -3.161], [-3.030, 1.332, -4.375], [-2.747, 0.507, -5.452], [-1.824, -0.526, -5.319], [-1.191, -0.735, -4.107], [-0.871, -1.961, -1.247], [-2.101, -2.417, -0.770], [-2.335, -3.773, -0.611], [-1.331, -4.689, -0.903], [-0.103, -4.242, -1.367], [0.125, -2.883, -1.544], [2.477, 0.745, -3.051], [1.448, 2.013, -2.375], [0.816, 0.915, -3.614], [3.059, -1.481, -2.524], [4.861, -3.171, -2.606], [5.923, -3.951, -0.514], [5.193, -3.027, 1.661], [3.405, -1.328, 1.746], [1.356, 2.472, 1.144], [2.654, 4.537, 1.394], [4.860, 4.761, 0.295], [5.774, 2.887, -1.030], [4.499, 0.794, -1.253], [-2.595, 1.774, -2.316], [-3.749, 2.133, -4.476], [-3.248, 0.663, -6.399], [-1.609, -1.171, -6.161], [-0.484, -1.550, -3.995], [-2.875, -1.700, -0.516], [-3.295, -4.116, -0.248], [-1.506, -5.748, -0.762], [0.684, -4.951, -1.596], [1.083, -2.541, -1.916], [3.042, 1.162, 4.188], [1.137, 0.290, 4.002], [1.403, -1.534, 5.061], [-0.059, 1.426, 5.315]]
}

=====

x | {
  "formula": "C38H33Cl3MnN4O2P2Si",
  "method": "ωB97M-V/def2-TZVPD",
  "charge": 0,
  "homo_energy_ev": [-7.5, -8.0],
  "spin_multiplicity": 6,
  "mol_weight_g_mol": 829.039,
  "gap_ev": [7.02, 7.42],
  "elements": ["Mn", "O", "C", "C", "C", "C", "C", "C", "C", "O", "N", "N", "C", "C", "C", "C", "C", "C", "N", "H", "H", "H", "H", "H", "H", "H", "H", "H", "H", "C", "N", "P", "C", "C", "C", "C", "C", "C", "C", "C", "C", "C", "C", "C", "P", "C", "C", "C", "C", "C", "C", "C", "C", "C", "C", "C", "C", "H", "H", "H", "H", "H", "H", "H", "H", "H", "H", "H", "H", "H", "H", "H", "H", "H", "H", "H", "H", "H", "H", "H", "Cl", "Si", "Cl", "Cl"],
  "positions_angstrom": [[0.478, -1.630, 0.029], [4.801, -1.243, -3.499], [3.737, -1.127, -4.304], [3.976, -1.003, -5.676], [2.929, -0.869, -6.561], [1.609, -0.855, -6.109], [1.367, -0.982, -4.758], [2.410, -1.120, -3.837], [2.073, -1.254, -2.408], [0.859, -1.278, -2.047], [3.101, -1.373, -1.554], [2.638, -1.518, -0.291], [3.433, -1.721, 0.684], [2.826, -1.844, 2.016], [3.576, -2.106, 3.154], [2.935, -2.190, 4.377], [1.563, -2.007, 4.436], [0.884, -1.761, 3.256], [1.494, -1.678, 2.079], [4.461, -1.315, -2.572], [5.004, -1.015, -6.014], [3.139, -0.774, -7.619], [0.789, -0.753, -6.807], [0.356, -0.983, -4.373], [4.506, -1.816, 0.536], [4.645, -2.244, 3.066], [3.502, -2.397, 5.276], [1.022, -2.064, 5.370], [-0.193, -1.628, 3.250], [-2.390, 2.266, -0.419], [-1.418, 1.347, 0.182], [-1.761, -0.315, 0.301], [-2.729, -0.550, 1.815], [-3.292, 0.493, 2.543], [-4.005, 0.226, 3.705], [-4.156, -1.082, 4.142], [-3.594, -2.128, 3.420], [-2.880, -1.863, 2.263], [-2.930, -0.719, -1.029], [-2.415, -1.092, -2.269], [-3.275, -1.401, -3.312], [-4.648, -1.343, -3.124], [-5.166, -0.976, -1.889], [-4.310, -0.667, -0.843], [0.320, 1.507, -0.035], [0.486, 3.222, -0.633], [0.680, 3.406, -1.999], [0.792, 4.685, -2.527], [0.715, 5.786, -1.688], [0.532, 5.612, -0.321], [0.421, 4.336, 0.206], [0.906, 1.661, 1.696], [2.281, 1.550, 1.899], [2.810, 1.591, 3.179], [1.965, 1.730, 4.274], [0.595, 1.836, 4.081], [0.068, 1.803, 2.796], [-3.365, 2.127, 0.048], [-2.507, 2.096, -1.493], [-2.077, 3.295, -0.256], [-3.173, 1.516, 2.209], [-4.443, 1.039, 4.268], [-4.712, -1.287, 5.048], [-3.706, -3.149, 3.759], [-2.447, -2.682, 1.700], [-1.343, -1.153, -2.422], [-2.870, -1.705, -4.269], [-5.317, -1.596, -3.937], [-6.237, -0.940, -1.736], [-4.721, -0.403, 0.124], [0.748, 2.540, -2.648], [0.945, 4.820, -3.589], [0.805, 6.784, -2.097], [0.482, 6.472, 0.334], [0.294, 4.201, 1.274], [2.938, 1.414, 1.045], [3.879, 1.504, 3.326], [2.374, 1.750, 5.276], [-0.065, 1.940, 4.933], [-0.999, 1.877, 2.643], [-2.279, -4.527, -0.424], [-0.310, -4.055, 0.150], [-0.268, -4.820, 2.129], [0.850, -5.430, -0.908]]
}

=====

x ends up most stable, edging out the next structure by 5.0 kcal/mol.

=====

w | {
  "formula": "C45H36NO6PSeSiY",
  "method": "ωB97M-V/def2-TZVPD",
  "charge": -1,
  "homo_energy_ev": -4.8,
  "spin_multiplicity": 1,
  "mol_weight_g_mol": 913.710,
  "gap_ev": 7.09,
  "elements": ["Y", "O", "C", "C", "C", "C", "C", "C", "C", "O", "N", "O", "O", "H", "H", "H", "H", "O", "C", "O", "C", "P", "C", "C", "C", "C", "C", "C", "C", "C", "C", "C", "C", "C", "H", "H", "H", "H", "H", "H", "H", "H", "H", "H", "H", "H", "Se", "C", "C", "C", "C", "C", "C", "H", "H", "H", "H", "H", "C", "C", "C", "C", "C", "C", "Si", "C", "C", "C", "C", "C", "C", "C", "C", "C", "C", "C", "C", "H", "H", "H", "H", "H", "H", "H", "H", "H", "H", "H", "H", "H", "H", "H"],
  "positions_angstrom": [[2.050, 0.153, -0.800], [-0.202, -0.769, 0.013], [0.662, -1.716, -0.825], [1.369, -2.674, 0.074], [1.186, -4.044, 0.007], [1.912, -4.894, 0.827], [2.839, -4.415, 1.732], [3.052, -3.050, 1.800], [2.345, -2.161, 0.979], [2.590, -0.858, 1.009], [1.668, -6.340, 0.749], [2.277, -7.063, 1.518], [0.870, -6.742, -0.077], [0.033, -2.243, -1.539], [0.453, -4.461, -0.672], [3.386, -5.106, 2.358], [3.785, -2.638, 2.481], [3.970, 4.099, -0.783], [3.085, 3.277, -0.855], [3.081, 2.079, -0.347], [1.775, 3.588, -1.592], [0.479, 2.519, -0.839], [-1.085, 3.118, -1.570], [-1.968, 3.997, -0.951], [-3.114, 4.422, -1.610], [-3.398, 3.971, -2.890], [-2.529, 3.085, -3.514], [-1.385, 2.662, -2.856], [0.448, 3.096, 0.890], [0.453, 2.146, 1.905], [0.487, 2.537, 3.237], [0.516, 3.885, 3.561], [0.524, 4.842, 2.554], [0.500, 4.448, 1.225], [1.897, 3.272, -2.633], [1.547, 4.654, -1.574], [-1.776, 4.340, 0.057], [-3.795, 5.100, -1.111], [-4.295, 4.303, -3.397], [-2.746, 2.719, -4.509], [-0.712, 1.967, -3.350], [0.448, 1.088, 1.664], [0.509, 1.786, 4.016], [0.553, 4.191, 4.599], [0.567, 5.895, 2.802], [0.533, 5.200, 0.446], [3.153, -0.171, -3.254], [4.922, 0.078, -2.544], [5.211, -0.160, -1.199], [6.477, 0.060, -0.680], [7.502, 0.493, -1.508], [7.235, 0.720, -2.853], [5.960, 0.524, -3.361], [4.448, -0.521, -0.516], [6.658, -0.108, 0.374], [8.494, 0.662, -1.110], [8.025, 1.062, -3.510], [5.757, 0.722, -4.407], [-2.197, -3.907, 4.129], [-0.932, -3.522, 3.714], [-0.779, -2.724, 2.585], [-1.887, -2.303, 1.847], [-3.157, -2.685, 2.298], [-3.314, -3.484, 3.420], [-1.767, -1.168, 0.370], [-2.719, 0.373, 0.826], [-3.759, 0.889, 0.049], [-4.490, 1.994, 0.470], [-4.178, 2.619, 1.668], [-3.147, 2.124, 2.457], [-2.441, 1.004, 2.044], [-2.537, -1.944, -1.138], [-3.159, -3.192, -1.128], [-3.703, -3.732, -2.289], [-3.628, -3.027, -3.480], [-3.005, -1.785, -3.514], [-2.466, -1.253, -2.354], [-2.315, -4.534, 5.004], [-0.056, -3.846, 4.262], [0.216, -2.439, 2.276], [-4.043, -2.347, 1.770], [-4.306, -3.775, 3.744], [-4.013, 0.422, -0.895], [-5.294, 2.374, -0.146], [-4.741, 3.485, 1.992], [-2.898, 2.604, 3.395], [-1.664, 0.610, 2.690], [-3.201, -3.765, -0.210], [-4.171, -4.707, -2.264], [-4.042, -3.450, -4.387], [-2.929, -1.240, -4.447], [-1.967, -0.291, -2.395]]
}

=====

x | {
  "formula": "C45H36NO6PSeSiY",
  "method": "ωB97M-V/def2-TZVPD",
  "charge": -1,
  "homo_energy_ev": -5.2,
  "spin_multiplicity": 1,
  "mol_weight_g_mol": 913.710,
  "gap_ev": 7.08,
  "elements": ["Y", "O", "C", "C", "C", "C", "C", "C", "C", "O", "N", "O", "O", "H", "H", "H", "H", "O", "C", "O", "C", "P", "C", "C", "C", "C", "C", "C", "C", "C", "C", "C", "C", "C", "H", "H", "H", "H", "H", "H", "H", "H", "H", "H", "H", "H", "Se", "C", "C", "C", "C", "C", "C", "H", "H", "H", "H", "H", "C", "C", "C", "C", "C", "C", "Si", "C", "C", "C", "C", "C", "C", "C", "C", "C", "C", "C", "C", "H", "H", "H", "H", "H", "H", "H", "H", "H", "H", "H", "H", "H", "H", "H"],
  "positions_angstrom": [[-0.245, -0.115, 0.886], [2.308, -0.085, 1.331], [3.245, -0.810, 1.035], [3.166, -2.193, 0.630], [4.330, -2.910, 0.379], [4.266, -4.229, -0.010], [3.018, -4.869, -0.177], [1.863, -4.189, 0.056], [1.881, -2.823, 0.484], [0.799, -2.210, 0.726], [5.479, -4.964, -0.246], [5.393, -6.136, -0.590], [6.551, -4.391, -0.097], [4.270, -0.398, 1.076], [5.302, -2.445, 0.490], [3.015, -5.902, -0.493], [0.891, -4.649, -0.071], [1.468, 2.953, -1.327], [0.494, 2.363, -0.908], [0.356, 1.073, -0.813], [-0.768, 3.134, -0.469], [-2.139, 1.898, -0.509], [-3.596, 2.953, -0.116], [-4.501, 3.421, -1.065], [-5.626, 4.134, -0.676], [-5.857, 4.403, 0.664], [-4.944, 3.969, 1.616], [-3.829, 3.242, 1.231], [-2.379, 1.635, -2.303], [-3.391, 0.750, -2.679], [-3.640, 0.487, -4.016], [-2.876, 1.099, -5.000], [-1.856, 1.964, -4.634], [-1.604, 2.231, -3.295], [-0.941, 4.022, -1.073], [-0.637, 3.452, 0.568], [-4.328, 3.230, -2.116], [-6.326, 4.478, -1.428], [-6.743, 4.947, 0.966], [-5.107, 4.189, 2.664], [-3.127, 2.896, 1.981], [-3.984, 0.262, -1.915], [-4.429, -0.204, -4.289], [-3.067, 0.896, -6.046], [-1.245, 2.433, -5.395], [-0.784, 2.886, -3.035], [-0.785, 1.768, 2.868], [-0.485, 0.863, 4.525], [-0.466, -0.530, 4.590], [-0.217, -1.175, 5.792], [0.004, -0.438, 6.946], [-0.041, 0.948, 6.892], [-0.285, 1.598, 5.691], [-0.666, -1.112, 3.697], [-0.204, -2.258, 5.823], [0.213, -0.940, 7.882], [0.116, 1.530, 7.793], [-0.311, 2.679, 5.640], [-2.806, -5.012, 4.168], [-1.547, -4.530, 3.835], [-1.404, -3.622, 2.795], [-2.505, -3.172, 2.062], [-3.760, -3.678, 2.407], [-3.912, -4.587, 3.446], [-2.273, -1.912, 0.630], [-4.056, -1.283, 0.301], [-4.863, -1.814, -0.710], [-6.143, -1.327, -0.947], [-6.647, -0.292, -0.171], [-5.864, 0.246, 0.841], [-4.585, -0.242, 1.068], [-1.941, -3.038, -0.888], [-1.998, -4.432, -0.836], [-1.727, -5.207, -1.957], [-1.385, -4.601, -3.158], [-1.317, -3.216, -3.230], [-1.588, -2.449, -2.106], [-2.922, -5.714, 4.985], [-0.677, -4.865, 4.388], [-0.410, -3.271, 2.535], [-4.632, -3.351, 1.851], [-4.897, -4.967, 3.694], [-4.476, -2.619, -1.325], [-6.744, -1.750, -1.744], [-7.642, 0.095, -0.357], [-6.244, 1.062, 1.444], [-3.980, 0.205, 1.853], [-2.255, -4.919, 0.099], [-1.781, -6.289, -1.896], [-1.168, -5.204, -4.032], [-1.045, -2.735, -4.162], [-1.523, -1.366, -2.180]]
}

=====

w ends up most stable, edging out the next structure by 13.7 kcal/mol.